No. 1
The following is a quantum chemistry calculation of a single C4H7NO molecule, from the Open Molecules 2025 dataset.

```
13
Properties=species:S:1:pos:R:3:nbo_charge:R:1
C -0.89653 -1.06222 0.03559 -0.425
C 0.65451 -1.07308 0.03384 -0.398
C -0.76797 0.43825 0.02608 0.213
C 0.56834 0.43439 0.02345 0.091
N 1.58007 1.38282 0.09476 -0.816
O -1.71896 1.42813 0.02019 -0.681
H -2.57919 1.02563 0.17307 0.481
H 2.40402 1.13543 -0.43687 0.373
H 1.25303 2.31418 -0.12306 0.381
H -1.35509 -1.50302 -0.85074 0.194
H -1.35125 -1.49370 0.92840 0.194
H 1.10511 -1.50375 0.92645 0.199
H 1.10393 -1.52306 -0.85117 0.194
```

SMILES string ... NC1=C(O)CC1
Energy ... -286.559788 Eh
Total charge ... 0
HOMO ... -7.437 eV
Relative energy (zero: lowest compared OMol25 entry of this formula, charge and spin) ... 188.7 kJ/mol
Lowest unoccupied orbital energy ... 0.92 eV

No. 2
The following is a quantum chemistry calculation of a molecular structure, C55H50IInN3O4P at a distorted geometry, from the Open Molecules 2025 dataset.

```
115
Properties=species:S:1:pos:R:3:mulliken_charge:R:1
In 0.32110 0.29530 0.14150 1.371
C -4.06500 -0.35080 -1.37170 -0.317
C -3.83850 -0.99750 -0.04510 1.010
N -4.77500 -1.77430 0.42280 -0.756
C -4.63770 -2.32340 1.63260 -1.287
C -3.52810 -2.15990 2.42330 0.814
C -3.49890 -2.80790 3.78630 -0.854
O -3.36300 -1.88930 4.85390 -0.546
C -2.46000 -1.36310 1.92860 -0.102
C -1.31650 -1.17960 2.75100 -1.171
N -0.21210 -0.57380 2.47580 0.687
C 0.73940 -0.53580 3.48900 -0.595
C 0.99580 -1.64070 4.30720 0.102
C 1.94470 -1.58380 5.30670 -1.297
C 2.67460 -0.42510 5.51560 -0.667
C 2.43140 0.68390 4.72850 -0.656
C 1.46710 0.62540 3.73790 0.411
I 1.07430 2.32460 2.58260 0.450
C -2.61820 -0.71810 0.67300 -0.211
O -1.79170 0.11840 0.16840 0.145
H -5.04710 -0.62280 -1.74340 0.466
H -3.30250 -0.64530 -2.09110 -0.143
H -3.99620 0.72800 -1.25300 -0.201
H -5.47820 -2.92000 1.96110 0.411
H -2.64430 -3.48500 3.87340 0.057
H -4.41920 -3.39720 3.90860 0.469
H -4.08340 -1.25080 4.80680 0.376
H -1.43270 -1.54960 3.77080 1.185
H 0.44330 -2.55210 4.13880 0.514
H 2.11280 -2.44790 5.92850 0.453
H 3.42890 -0.38040 6.28430 0.389
H 2.98200 1.60110 4.88040 0.481
O 0.51400 2.30270 -0.25070 0.000
C -0.05160 2.97220 -1.31460 1.446
C 0.53580 2.41000 -2.63710 -1.660
C -0.08570 1.13620 -3.11560 -0.111
C -0.49700 1.04070 -4.44270 -0.546
C -0.99280 -0.15770 -4.91800 -1.477
C -1.07060 -1.22620 -4.04940 -0.304
C -0.68510 -1.06010 -2.71670 -1.232
C -0.86710 -2.21390 -1.78100 -0.932
C 0.35720 -2.65890 -0.93050 1.578
O 1.06650 -1.56990 -0.45320 -0.127
C -0.13050 -3.50270 0.24910 0.059
C 0.74010 -3.64290 1.32440 1.108
C 0.40220 -4.39620 2.43270 -0.613
C -0.84300 -4.99730 2.50610 -1.127
C -1.72560 -4.85200 1.44950 -0.595
C -1.37060 -4.12730 0.32260 -0.366
C 1.26380 -3.49220 -1.83950 0.106
C 1.65430 -4.78900 -1.53440 -0.591
C 2.44800 -5.50960 -2.41280 -0.880
C 2.86780 -4.94980 -3.60620 -0.850
C 2.50000 -3.65090 -3.91000 -0.900
C 1.71500 -2.93080 -3.02970 0.080
N -0.20980 0.10660 -2.27970 2.234
C -1.57270 2.98610 -1.24220 0.746
C -2.15510 3.04190 0.01850 -0.378
C -3.52290 3.14510 0.17040 -0.552
C -4.33740 3.23720 -0.94470 -0.937
C -3.76600 3.21530 -2.20550 -0.971
C -2.39570 3.08010 -2.35640 -0.203
C 0.30000 4.46680 -1.21140 0.322
C -0.04790 5.35460 -2.22450 -0.229
C 0.21510 6.70560 -2.09390 -1.105
C 0.81300 7.19470 -0.94440 -0.619
C 1.15870 6.31870 0.06780 -0.941
C 0.90470 4.96730 -0.07010 0.003
H 1.59040 2.22410 -2.40830 0.047
H 0.50310 3.15910 -3.42800 0.785
H -0.41600 1.89320 -5.09740 0.585
H -1.31550 -0.25730 -5.94390 0.440
H -1.42110 -2.18770 -4.39240 0.616
H -1.20830 -3.07310 -2.36120 1.095
H -1.64340 -1.94890 -1.06770 -1.136
H 1.69700 -3.14900 1.28100 -0.756
H 1.11570 -4.51880 3.23710 0.603
H -1.12250 -5.58050 3.37370 0.368
H -2.70620 -5.30520 1.49740 0.402
H -2.08510 -4.06300 -0.48520 0.450
H 1.33650 -5.24880 -0.61100 0.482
H 2.74370 -6.51710 -2.16080 0.487
H 3.46600 -5.52180 -4.30030 0.394
H 2.82320 -3.19660 -4.83590 0.471
H 1.43540 -1.91870 -3.27690 0.233
H -1.52020 3.00840 0.88920 0.292
H -3.95120 3.16070 1.16190 0.455
H -5.40800 3.31800 -0.82880 0.346
H -4.39680 3.30120 -3.07860 0.415
H -1.98490 3.05050 -3.35460 0.420
H -0.53350 4.99860 -3.12230 0.285
H -0.04680 7.38380 -2.89460 0.423
H 1.01050 8.25160 -0.84440 0.389
H 1.63060 6.68030 0.96990 0.463
H 1.17170 4.28650 0.72390 -0.179
C 3.67590 -0.38060 -1.59960 -1.496
P 3.06500 -0.22020 0.11670 2.018
C 4.29020 1.03060 0.71450 -1.580
C 3.72190 -1.70750 0.92920 -0.017
C 3.77170 -1.73730 2.32000 -0.351
C 4.14340 -2.88980 2.98800 -0.749
C 4.46890 -4.02960 2.27110 -0.793
C 4.44440 -4.00210 0.88640 -0.565
C 4.07320 -2.84900 0.21760 -0.029
H 4.74290 -0.59830 -1.60130 0.577
H 3.48610 0.55420 -2.12350 0.348
H 3.13730 -1.17260 -2.10790 0.142
H 5.30020 0.74040 0.42730 0.492
H 4.23380 1.12650 1.79630 0.337
H 4.04430 1.99270 0.26750 0.362
H 3.50140 -0.85850 2.88690 0.343
H 4.16370 -2.90470 4.06940 0.482
H 4.73770 -4.93790 2.79050 0.422
H 4.70120 -4.88770 0.32280 0.453
H 4.03430 -2.85290 -0.85910 0.303
```

Energy ... -3420.365968 Eh
Total charge ... 0
HOMO ... -7.791 eV
Relative energy (zero: lowest compared OMol25 entry of this formula, charge and spin) ... 44.1 kJ/mol
Lowest unoccupied orbital energy ... -0.17 eV

No. 3
The following is a quantum chemistry calculation of a single C5H9FN2 molecule at a distorted geometry, from the Open Molecules 2025 dataset.

```
17
Properties=species:S:1:pos:R:3:nbo_charge:R:1
C 1.03870 0.14833 -0.82097 -0.109
C 0.56071 1.56494 -0.59784 -0.150
C -0.51474 1.55299 0.21377 -0.227
C -0.80939 0.16715 0.75891 0.159
C 0.48650 -0.61489 0.38205 -0.084
H 0.83089 -1.11280 -2.50966 0.368
H -0.44496 -0.39390 -2.00718 0.337
H 2.11153 -0.03595 -0.92521 0.207
H 0.86028 2.28270 -1.35794 0.227
H -0.94244 2.35818 0.70586 0.215
H -1.66363 -0.34505 0.35575 0.164
H 1.11159 -0.58183 1.29219 0.226
H -0.07804 -2.55926 0.83007 0.360
H -0.65379 -2.29447 -0.57930 0.363
N 0.51016 -0.25852 -2.10062 -0.815
N 0.11871 -2.03783 0.01211 -0.868
F -1.12269 0.20508 2.13327 -0.375
```

SMILES string ... N[C@H]1[C@@H](N)C=C[C@@H]1F
Energy ... -405.241523 Eh
Total charge ... 0
HOMO ... -9.135 eV
Relative energy (zero: lowest compared OMol25 entry of this formula, charge and spin) ... 128.2 kJ/mol
Lowest unoccupied orbital energy ... 0.98 eV

No. 4
The following is a quantum chemistry calculation of a molecular structure, C42H34AsBiBrN2O2, from the Open Molecules 2025 dataset.

```
83
Properties=species:S:1:pos:R:3:mulliken_charge:R:1
Bi 1.73723 1.13328 -1.36896 1.590
O 3.52191 -2.57799 -0.44441 -0.538
C 3.12070 -2.84484 0.83883 0.201
C 3.68759 -3.92362 1.49865 -0.672
C 3.28205 -4.22984 2.78793 -0.449
C 2.32058 -3.46048 3.42988 -0.950
C 1.75396 -2.38696 2.76297 -0.329
C 2.13621 -2.07745 1.46452 -0.173
C 1.47193 -0.95523 0.72271 2.142
O 2.43726 -0.09170 0.15258 -1.036
N 0.59227 -1.53317 -0.30917 -0.272
N 0.10961 -0.50267 -1.15684 -0.016
C -1.07373 -0.65577 -1.61280 -0.593
C -1.73928 0.21455 -2.55618 0.242
Br -0.69669 1.52212 -3.46506 -0.144
C -3.03111 0.08000 -2.89404 -0.934
C -4.00392 -0.78309 -2.22366 0.095
C -4.92436 -1.49572 -2.99703 -0.542
C -5.84441 -2.32785 -2.38597 -0.584
C -5.87894 -2.42854 -0.99975 -0.570
C -4.99595 -1.69196 -0.22418 -0.636
C -4.06018 -0.86986 -0.83122 -0.182
H 3.44387 -1.62005 -0.59177 0.360
H 4.44785 -4.50347 0.99271 0.460
H 3.73060 -5.07096 3.29980 0.395
H 2.01711 -3.69642 4.44053 0.438
H 0.99828 -1.77836 3.24812 0.417
H 0.83884 -0.38727 1.40836 -0.616
H 1.13956 -2.17391 -0.88601 0.539
H -1.62963 -1.53276 -1.29072 0.832
H -3.39729 0.66163 -3.73412 0.500
H -4.90409 -1.40811 -4.07643 0.458
H -6.54321 -2.89153 -2.98892 0.399
H -6.61009 -3.06870 -0.52436 0.413
H -5.04427 -1.74219 0.85556 0.460
H -3.40668 -0.25651 -0.22282 0.896
C 2.70531 -0.17129 -2.77902 -1.462
C 3.32113 -0.87104 -3.55429 0.548
C 4.05218 -1.75360 -4.41107 0.732
C 4.51608 -2.96963 -3.90336 -0.400
C 5.22542 -3.82780 -4.72618 -0.545
C 5.47332 -3.48125 -6.04763 -0.469
C 5.01299 -2.27249 -6.55288 -0.478
C 4.30326 -1.40629 -5.73959 -0.585
H 4.31923 -3.22659 -2.87033 0.492
H 5.58742 -4.76910 -4.33505 0.409
H 6.02917 -4.15488 -6.68631 0.390
H 5.20969 -2.00464 -7.58219 0.397
H 3.94213 -0.46114 -6.12231 0.438
C -2.61941 6.50102 0.85167 -0.495
C -2.83119 5.63078 -0.20748 -0.640
C -2.25615 4.36759 -0.18886 -0.606
C -1.47637 3.96644 0.89180 0.000
C -1.26388 4.84500 1.95093 -0.103
C -1.83449 6.10919 1.92833 -0.684
As -0.74114 2.17376 0.85372 0.693
C -2.01456 1.18455 1.95358 0.658
C -2.97209 1.82436 2.73394 -0.619
C -3.83834 1.08318 3.52623 -0.702
C -3.75128 -0.30209 3.55320 -0.712
C -2.80485 -0.94880 2.77064 -1.065
C -1.94907 -0.20825 1.96588 0.316
C 0.74364 2.36131 2.10066 0.218
C 0.85519 1.61979 3.27040 -0.222
C 2.00581 1.70787 4.04503 -0.635
C 3.04653 2.53892 3.65963 -0.545
C 2.93598 3.29284 2.49853 -0.739
C 1.79237 3.19891 1.71993 -0.604
H -3.06235 7.48813 0.83753 0.388
H -3.43776 5.93721 -1.04960 0.403
H -2.41443 3.69250 -1.02350 0.343
H -0.65060 4.54507 2.79220 0.465
H -1.66664 6.78935 2.75315 0.414
H -3.04726 2.90449 2.72854 0.399
H -4.57888 1.59119 4.13011 0.429
H -4.42078 -0.87518 4.18137 0.406
H -2.73176 -2.02923 2.78239 0.529
H -1.23199 -0.73525 1.34645 0.376
H 0.04339 0.97608 3.58910 0.466
H 2.08524 1.12671 4.95471 0.448
H 3.94025 2.60532 4.26556 0.404
H 3.73976 3.95400 2.20144 0.414
H 1.70616 3.80837 0.82427 0.535
```

Energy ... -6904.952695 Eh
Total charge ... +1
HOMO ... -10.807 eV
Relative energy (zero: lowest compared OMol25 entry of this formula, charge and spin) ... 0.0 kJ/mol
Lowest unoccupied orbital energy ... -3.71 eV